(1)
55
Properties=species:S:1:pos:R:3 method="wB97M-V/def2-TZVPD" charge=+2 e_homo_ev="-14.500 / -14.537" multiplicity=6 e_tot_ev=-79251.993
Dy -0.07248 -1.25142 1.36069
Cl -1.49503 -3.33863 1.26217
C 2.17606 -1.21849 0.96001
O 3.32814 -1.15135 0.73094
P -0.07621 0.05832 -1.42246
C 0.54622 1.59012 -2.22057
C 0.94879 -1.18747 -2.31588
C -1.68311 -0.18096 -2.27238
C 0.40218 -2.44918 -2.60583
C 1.21170 -3.46458 -3.13400
C 2.57246 -3.22550 -3.34166
C 3.11514 -1.97605 -3.02010
C 2.31490 -0.95804 -2.49448
H -0.64874 -2.65277 -2.39673
H 0.77103 -4.42273 -3.41510
H 3.19456 -3.99081 -3.81232
H 4.17258 -1.78204 -3.18233
H 2.74385 -0.00583 -2.17840
C 1.38284 2.39561 -1.43588
C 1.81344 3.61801 -1.95244
C 1.44255 4.02773 -3.24949
C 0.62786 3.22202 -4.04870
C 0.16816 2.01197 -3.51719
H 1.66217 2.04493 -0.42781
H 2.45573 4.26469 -1.35872
H 1.79476 4.97126 -3.65314
H 0.33128 3.53288 -5.06624
H -0.52693 1.41024 -4.09137
C -1.82247 -0.49266 -3.64054
C -3.08852 -0.72932 -4.19356
C -4.21329 -0.66557 -3.37171
C -4.08240 -0.35289 -2.00911
C -2.83028 -0.07553 -1.46216
H -0.94281 -0.53981 -4.28686
H -3.19504 -0.93407 -5.26463
H -5.19325 -0.83812 -3.79457
H -4.97887 -0.32656 -1.38389
H -2.73414 0.23250 -0.40496
H -0.60199 2.99341 1.32648
H -1.28171 2.69015 1.20500
N -0.42213 -0.62249 8.48045
C 0.24018 0.26498 7.67382
O 0.92470 1.14810 8.12181
C 0.09362 0.11255 6.20144
C -0.69914 -0.87200 5.59052
C -0.63591 -0.91180 4.19055
N 0.12525 -0.09870 3.42026
C 0.81829 0.89308 4.04378
C 0.84661 1.01602 5.41404
H -0.26101 -0.50179 9.47900
H -0.91598 -1.43454 8.14912
H -1.35634 -1.62385 6.05904
H -1.23498 -1.63031 3.61807
H 1.30013 1.56895 3.34730
H 1.46759 1.83835 5.79072

***

(2)
60
Properties=species:S:1:pos:R:3 method="wB97M-V/def2-TZVPD" charge=+4 e_homo_ev="-18.900 / -18.895" e_tot_ev=-179911.602 de_lowest_kj_mol=49.4
W -0.45236 -0.36636 -0.66717
C -3.65522 -3.08544 -0.05060
C -2.46763 -2.33164 0.42179
O -2.02982 -1.35828 -0.35153
C -1.81841 -2.53154 1.62176
C -0.88854 -1.63116 2.13957
C -0.54230 -1.67879 3.58744
N -0.35924 -0.64172 1.35895
N 0.29211 0.33989 2.01969
C 0.25987 1.45409 1.32308
O -0.41184 1.35407 0.14538
C 0.90840 2.66920 1.71066
C 0.66299 3.86060 1.01287
C 1.28473 5.02489 1.41574
C 2.15262 5.00185 2.50490
C 2.40203 3.82313 3.19891
C 1.77634 2.65329 2.81362
H -4.12590 -2.59591 -0.89941
H -4.38129 -3.19407 0.75698
H -3.34825 -4.09700 -0.33623
H -2.18506 -3.31370 2.27457
H -0.58279 -2.71054 3.93587
H -1.30950 -1.12161 4.13904
H 0.41764 -1.22576 3.81016
H -0.03521 3.87877 0.18446
H 1.09310 5.95775 0.90386
H 2.63383 5.91844 2.82092
H 3.07383 3.82900 4.04598
H 1.95145 1.73590 3.35915
Se -1.06934 -2.43402 -3.19102
Se 0.14974 -0.43750 -3.45593
C -1.33080 0.76324 -3.23787
C -1.89788 1.52801 -4.22298
C -2.99355 2.32371 -3.85573
C -3.45664 2.30520 -2.54691
C -2.81735 1.51373 -1.60632
N -1.76283 0.75886 -1.96267
C 0.07471 -3.12294 -1.81415
C 0.44115 -4.44981 -1.91753
C 1.24130 -5.00866 -0.92510
C 1.65669 -4.21036 0.12946
C 1.25329 -2.89312 0.17399
N 0.48012 -2.32864 -0.78598
H -1.52464 1.50737 -5.23938
H -3.48503 2.94010 -4.59976
H -4.30921 2.89973 -2.24509
H -3.13551 1.47502 -0.57264
H 0.12698 -5.03450 -2.77343
H 1.54122 -6.04823 -0.98816
H 2.28664 -4.59903 0.91883
H 1.53793 -2.26702 1.00371
I 5.57917 0.98108 0.74311
C 3.74344 0.93096 -0.15778
C 3.19359 1.86965 -1.01692
N 1.96822 1.45189 -1.36031
N 1.67730 0.24369 -0.79869
C 2.76722 -0.04652 -0.04548
H 3.59805 2.78914 -1.41480
H 1.31819 1.93421 -1.95963
H 2.83225 -0.95260 0.52477

***

(3)
52
Properties=species:S:1:pos:R:3 method="wB97M-V/def2-TZVPD" e_homo_ev=-5.856 e_tot_ev=-33927.835 de_lowest_kj_mol=151.1
C -0.89201 1.11808 5.69697
C -0.05305 2.06194 4.88299
O -0.56374 1.97407 3.53101
C 0.11842 2.79836 2.69472
C -0.55566 2.89517 1.40900
C -0.08223 3.74042 0.36371
C 1.18424 4.38074 0.44445
C 1.63114 5.19881 -0.58675
C 0.83213 5.40637 -1.72042
C -0.42102 4.78590 -1.80690
C -0.87835 3.95274 -0.79132
C -1.75411 2.19534 1.32803
N -2.76865 1.61357 1.19522
O 1.14660 3.36730 3.06233
H -0.56577 1.12488 6.73820
H -1.94696 1.41953 5.67443
H -0.81156 0.09261 5.33314
H -0.14978 3.09907 5.23493
H 1.00965 1.78344 4.90067
H 1.77898 4.22513 1.34268
H 2.60712 5.67842 -0.49468
H 1.19073 6.04415 -2.52642
H -1.05325 4.94942 -2.67501
H -1.85168 3.45779 -0.84778
C -4.55468 -4.43765 4.30236
O -3.44287 -3.54080 4.55238
C -2.75169 -2.99425 3.52247
C -1.74687 -2.05767 3.87515
C -1.09726 -1.36145 2.89783
C -1.35648 -1.57244 1.51353
C -0.68385 -0.71970 0.61146
C -0.81305 -0.65633 -0.80011
C 0.25969 -0.08095 -1.54560
C 0.24252 -0.08727 -2.93002
C -0.83620 -0.65902 -3.62612
C -1.93460 -1.16190 -2.90974
C -1.94960 -1.11807 -1.52059
C -2.24902 -2.63811 1.17985
C -2.99007 -3.28664 2.15228
H -4.85784 -4.73523 5.30457
H -5.37669 -3.92017 3.79105
H -4.24142 -5.31489 3.71905
H -1.54416 -1.89393 4.93138
H -0.36904 -0.60071 3.16857
H 0.06436 -0.06219 1.05953
H 1.10296 0.33846 -0.99568
H 1.07686 0.34353 -3.48453
H -0.82583 -0.70545 -4.71625
H -2.78253 -1.59293 -3.44522
H -2.84214 -1.42154 -0.97146
H -2.36558 -2.94677 0.14823
H -3.76101 -4.01630 1.88505

***

(4)
63
Properties=species:S:1:pos:R:3 method="wB97M-V/def2-TZVPD" charge=+2 e_homo_ev="-13.509 / -13.509" multiplicity=2 e_tot_ev=-65897.583
Ir 0.16480 0.90682 -0.33215
C 1.80349 -0.02181 -3.33493
C 1.20847 -1.16768 -2.61033
C 1.26639 -2.53317 -2.90347
C 0.60068 -3.15356 -1.86732
N 0.16023 -2.21891 -1.00934
N 0.52874 -1.00537 -1.47733
B -0.58664 -2.27257 0.33689
N 0.36217 -1.67691 1.40302
C 0.96838 -2.30472 2.42918
C 1.81278 -1.41411 3.05405
C 1.68805 -0.22254 2.33674
C 2.39507 1.06135 2.51457
N 0.79789 -0.40977 1.35417
N -1.85220 -1.39489 0.20776
C -3.12401 -1.82448 0.27231
C -3.96277 -0.74116 0.14473
C -3.11592 0.35760 -0.00483
C -3.53348 1.76744 -0.16171
N -1.84448 -0.05614 0.03018
N -1.05571 -3.62410 0.86434
C -1.20924 -4.88674 0.38046
C -1.89411 -5.62108 1.31221
C -2.13078 -4.72224 2.39264
C -2.82968 -4.96754 3.66123
N -1.60297 -3.54938 2.07823
H 2.18022 -0.33641 -4.30296
H 2.63275 0.37438 -2.74863
H 1.06840 0.77195 -3.46951
H 1.72401 -2.99997 -3.74979
H 0.43591 -4.19913 -1.71936
H 0.78091 -3.33068 2.66895
H 2.43552 -1.59986 3.90363
H 2.99533 1.04370 3.41874
H 1.68390 1.88510 2.56311
H 3.05117 1.22461 1.65922
H -3.38271 -2.85340 0.39995
H -5.03236 -0.73595 0.15495
H -4.61351 1.83356 -0.06727
H -3.26174 2.13757 -1.14961
H -3.08309 2.38141 0.61738
H -0.86063 -5.19030 -0.58247
H -2.16057 -6.65724 1.27484
H -3.08967 -6.01560 3.77341
H -3.74758 -4.37535 3.70568
H -2.21575 -4.63856 4.49927
Cl 3.08368 7.25318 -2.13731
C 2.85531 5.62413 -1.70231
C 3.94864 4.77301 -1.61987
C 3.78904 3.44551 -1.27067
I 5.39453 2.11773 -1.14180
C 2.50281 2.88168 -0.99750
O 2.35210 1.67596 -0.69904
C 1.36450 3.77867 -1.08690
N 0.15813 3.23952 -0.81482
C -0.90126 4.02821 -0.86614
C -0.83573 5.38039 -1.20563
C 0.38462 5.94388 -1.49125
C 1.53489 5.13921 -1.43119
H 4.93540 5.15099 -1.84489
H -1.85291 3.58744 -0.62558
H -1.73954 5.96772 -1.23462
H 0.47011 6.98863 -1.75131

***

(5)
58
Properties=species:S:1:pos:R:3 method="wB97M-V/def2-TZVPD" e_homo_ev=-8.422 e_tot_ev=-119853.108 de_lowest_kj_mol=17.2 smiles="O=C(CN1CCN(S(=O)(=O)c2ccc(Br)cc2)CC1)Nc1ccccc1C(=O)c1ccccc1"
O -2.62598 -2.73437 1.46154
C -2.19112 -2.30699 0.41401
C -3.03969 -2.31063 -0.86148
N -3.87921 -1.14427 -1.07773
C -4.44146 -0.52971 0.10502
C -3.50934 0.52346 0.72471
N -3.17684 1.49596 -0.28911
S -2.57315 2.95797 0.19919
O -2.70288 3.86607 -0.90018
O -3.18193 3.28572 1.45269
C -0.81054 2.69523 0.46437
C -0.36813 2.07978 1.61964
C 0.99084 1.90468 1.82308
C 1.87508 2.35980 0.85780
Br 3.74110 2.17172 1.14202
C 1.43660 2.97280 -0.30469
C 0.07659 3.13346 -0.50025
C -2.54752 0.93974 -1.46477
C -3.45980 -0.15318 -2.04088
N -0.93827 -1.79253 0.24451
C 0.09448 -1.69020 1.16593
C -0.06174 -2.08942 2.49354
C 0.98585 -1.99298 3.38650
C 2.21745 -1.50296 2.97613
C 2.39312 -1.11781 1.66424
C 1.35101 -1.20159 0.73481
C 1.55858 -0.72579 -0.64218
O 0.62553 -0.35459 -1.35363
C 2.94097 -0.68118 -1.16616
C 3.28782 0.36160 -2.02359
C 4.56422 0.44240 -2.54398
C 5.49742 -0.53545 -2.23924
C 5.14650 -1.59984 -1.42416
C 3.87627 -1.67571 -0.88442
H -3.71089 -3.17501 -0.76280
H -2.40791 -2.46035 -1.73858
H -4.66575 -1.30479 0.83819
H -5.37138 -0.03548 -0.19117
H -4.00914 1.05897 1.53145
H -2.60383 0.04354 1.12469
H -1.08404 1.76754 2.36331
H 1.35788 1.43216 2.72119
H 2.14778 3.33043 -1.03356
H -0.31302 3.61863 -1.38078
H -2.43581 1.75468 -2.18078
H -1.55165 0.53781 -1.23149
H -2.96552 -0.64440 -2.88040
H -4.37152 0.32950 -2.40856
H -0.70257 -1.40618 -0.66889
H -1.01638 -2.47088 2.81432
H 0.83766 -2.29688 4.41166
H 3.03436 -1.41721 3.67584
H 3.34525 -0.71630 1.35503
H 2.54117 1.10503 -2.26118
H 4.83210 1.26404 -3.19084
H 6.49553 -0.47442 -2.64590
H 5.86700 -2.37393 -1.20674
H 3.59886 -2.51770 -0.26732

***

(6)
64
Properties=species:S:1:pos:R:3 method="wB97M-V/def2-TZVPD" charge=+2 e_homo_ev="-15.712 / -15.711" e_tot_ev=-142049.841
Tc -0.54472 -1.31137 -0.65484
C 0.82329 2.86308 0.05371
C 1.83050 1.78937 -0.37265
C 3.21327 2.41048 -0.60058
C 1.90783 0.67882 0.65386
C 2.21816 0.96081 1.97422
C 2.25202 -0.04112 2.93620
C 1.97551 -1.36577 2.61198
C 1.66703 -1.72158 1.31389
C 1.38425 -3.18011 0.97364
C 2.30351 -3.78131 -0.09475
C -0.09162 -3.49588 0.72157
C 1.64244 -0.67777 0.34984
N 1.22139 -1.03218 -0.95619
C 1.96678 -1.04606 -2.13094
C 3.34416 -0.86983 -2.23184
C 3.90543 -0.90719 -3.49515
C 3.11360 -1.11632 -4.62732
C 1.73336 -1.30239 -4.53454
C 1.21977 -1.26454 -3.27336
F -0.12115 -1.42477 -2.99509
H 0.71435 3.60215 -0.73958
H 1.15687 3.38871 0.94904
H -0.16153 2.43929 0.25789
H 1.48211 1.37465 -1.32175
H 3.59516 2.85794 0.31776
H 3.14836 3.19733 -1.35142
H 3.94204 1.67463 -0.94164
H 2.42908 1.98195 2.26352
H 2.49687 0.21284 3.95950
H 2.01039 -2.12586 3.38155
H 1.58944 -3.72119 1.90055
H 2.03087 -3.48144 -1.10652
H 2.24613 -4.86869 -0.05861
H 3.34116 -3.49894 0.08243
H -0.69948 -3.07633 -0.16703
H -0.72581 -3.29181 1.58265
H -0.20136 -4.53982 0.41927
H 3.94074 -0.72457 -1.34053
H 4.97238 -0.77855 -3.61092
H 3.57792 -1.14023 -5.60372
H 1.10739 -1.46773 -5.40039
O -1.45284 -0.71259 1.01404
C -1.98146 0.30016 0.40471
O -1.62753 0.38209 -0.83111
C -2.88975 1.22788 1.03293
C -3.24080 1.04935 2.37143
C -4.10200 1.95858 2.93870
C -4.62669 3.02782 2.23406
C -4.25310 3.16805 0.90921
C -3.39694 2.29166 0.28458
N -4.79130 4.30927 0.12559
O -5.54674 5.05210 0.70053
O -4.42339 4.39244 -1.02529
N -4.47661 1.78258 4.36434
O -5.23945 2.59188 4.82840
O -3.96925 0.84618 4.94162
H -2.85930 0.22842 2.96272
H -5.30487 3.72966 2.70131
H -3.13773 2.44074 -0.75464
Cl -3.39417 -1.05684 -3.34006
Ge -2.55810 -2.33374 -1.90298
Cl -1.79063 -4.12003 -2.74657
Cl -3.89528 -2.73435 -0.30723

***

(7)
53
Properties=species:S:1:pos:R:3 method="wB97M-V/def2-TZVPD" e_homo_ev=-9.275 e_tot_ev=-76403.264 smiles=ClC(Cl)(Cl)Cl.c1ccccc1.c1ccccc1.c1ccccc1.c1ccccc1
Cl 19.77354 -33.72058 6.68496
C 18.44981 -34.64452 6.00550
Cl 17.06211 -34.68158 7.07476
Cl 17.94854 -33.87890 4.52739
Cl 18.96640 -36.28963 5.66080
C 25.54654 -32.48269 7.04697
C 25.34541 -33.85350 6.89991
C 24.12453 -34.41483 7.23873
C 23.12303 -33.61990 7.78753
C 23.35016 -32.26511 7.97585
C 24.54168 -31.67390 7.53924
H 26.49373 -32.06158 6.71982
H 26.15587 -34.46184 6.52234
H 23.95986 -35.48198 7.14419
H 22.17145 -34.07969 8.01630
H 22.58162 -31.60466 8.36904
H 24.62614 -30.60198 7.63605
C 13.41428 -34.03751 7.58862
C 14.08861 -33.31074 8.55982
C 13.57726 -32.10466 9.04064
C 12.33108 -31.66204 8.59301
C 11.67682 -32.35907 7.59632
C 12.19776 -33.56133 7.10701
H 13.82047 -34.97295 7.22502
H 15.00728 -33.71385 8.97781
H 14.10476 -31.53548 9.79479
H 11.93889 -30.71072 8.93112
H 10.70894 -32.01627 7.24762
H 11.64750 -34.08235 6.33312
C 20.67314 -37.54796 9.46844
C 20.75111 -38.21536 10.68604
C 20.64930 -37.47734 11.87076
C 20.28345 -36.13416 11.83912
C 20.11295 -35.49858 10.61318
C 20.37887 -36.18660 9.43283
H 20.78128 -38.08196 8.53047
H 20.92754 -39.28202 10.66411
H 20.68331 -37.99326 12.82775
H 20.10930 -35.55651 12.73659
H 19.84258 -34.44925 10.57247
H 20.26663 -35.69961 8.47466
C 16.04245 -37.63294 10.04574
C 15.07829 -37.14273 9.16211
C 13.74078 -37.34780 9.41562
C 13.34158 -37.97726 10.57806
C 14.30091 -38.46168 11.46304
C 15.64499 -38.30537 11.18700
H 17.08407 -37.47043 9.81014
H 15.40700 -36.57507 8.30038
H 12.99561 -36.92926 8.74620
H 12.29043 -38.03926 10.82752
H 13.99423 -38.97967 12.36433
H 16.37786 -38.77077 11.83506

***

(8)
65
Properties=species:S:1:pos:R:3 method="wB97M-V/def2-TZVPD" charge=+2 e_homo_ev=-13.639 e_tot_ev=-204009.872 de_lowest_kj_mol=185.2
Ti 0.08613 0.34138 0.45815
O -4.00174 0.37485 0.02430
S -3.04502 1.27996 0.57949
O -3.20397 2.69282 0.46253
N -1.56850 0.90513 -0.20647
C -1.51313 1.20185 -1.60532
C -2.58088 1.49454 -2.41542
C -2.38155 1.80387 -3.78021
C -1.13333 1.84598 -4.32742
C -0.00787 1.58841 -3.50729
C 1.32208 1.72083 -3.95000
C 2.36626 1.54859 -3.07525
C 2.08776 1.20460 -1.75544
N 0.85153 1.04318 -1.30659
C -0.21151 1.25606 -2.15720
C -2.73194 0.85528 2.24056
C -2.74156 1.88610 3.17984
C -2.72948 1.55838 4.52508
C -2.71096 0.22476 4.91489
C -2.71083 -0.79448 3.96963
C -2.74741 -0.48632 2.62113
H -3.58625 1.49339 -2.02265
H -3.24836 2.02452 -4.38756
H -0.98491 2.10115 -5.36817
H 1.50901 1.99179 -4.98226
H 3.39247 1.68221 -3.38466
H 2.88707 1.06687 -1.03974
H -2.78493 2.91446 2.84811
H -2.76163 2.34251 5.26984
H -2.72253 -0.02420 5.96804
H -2.72202 -1.82840 4.28620
H -2.83611 -1.26433 1.87560
Cl -0.24792 4.05930 6.80800
C 0.03797 3.22977 5.32548
C -0.01144 3.93419 4.13177
C 0.21501 3.25983 2.94439
Cl 0.08974 4.08972 1.44088
C 0.50395 1.90308 2.95611
O 0.74654 1.23618 1.78973
C 0.50364 1.20789 4.15667
Cl 0.71134 -0.51236 4.14429
C 0.28417 1.86423 5.35178
H -0.22624 4.99321 4.12444
H 0.29861 1.32404 6.28733
Cl 4.23573 -0.48739 2.91499
Ge 2.88827 -0.79398 1.30095
Cl 3.29991 -2.91017 0.84308
Cl -0.27999 -1.82707 0.62507
N 1.83251 -4.72917 -3.47181
C 3.05236 -4.11550 -2.82906
C 2.91761 -2.59694 -2.86190
N 1.68450 -2.11569 -2.24617
C 0.52177 -2.73350 -2.87775
C 0.56075 -4.25432 -2.81380
H 1.89107 -5.74798 -3.44219
H 1.81099 -4.46497 -4.45952
H 3.92809 -4.46863 -3.37108
H 3.08548 -4.48288 -1.80388
H 2.95050 -2.24241 -3.89704
H 3.77826 -2.17436 -2.34439
H 1.69149 -2.36919 -1.26059
H 0.48189 -2.40544 -3.92176
H -0.39190 -2.39048 -2.39305
H -0.27932 -4.72464 -3.32202
H 0.59875 -4.60013 -1.78067